{
  "formula": "C10H12F3N2O4S2",
  "method": "ωB97M-V/def2-TZVPD",
  "elements": ["C", "C", "N", "O", "O", "H", "H", "H", "H", "C", "N", "S", "C", "F", "F", "F", "S", "C", "C", "C", "C", "C", "C", "O", "O", "H", "H", "H", "H", "H", "H", "H", "H"],
  "coordinates": [[1.6497, 2.0326, 2.6412], [0.5329, 1.1083, 2.6032], [0.5677, 0.0795, 3.5037], [-0.3502, -0.7853, 3.6028], [1.5895, 0.0322, 4.2616], [1.3266, 3.0277, 2.9697], [2.3252, 1.5879, 3.3900], [2.1483, 2.1260, 1.6708], [-0.3975, 1.1588, 2.0485], [0.9794, 2.6695, -2.0645], [0.1283, 1.7235, -1.3614], [-0.5487, 2.2446, 0.1663], [-2.0188, 3.1791, -0.3762], [-3.1250, 2.3936, -0.4450], [-2.2364, 4.1605, 0.5424], [-1.8316, 3.7632, -1.5811], [-0.5348, 0.4833, -2.2950], [-0.5566, -0.7957, -1.0543], [0.6423, -1.4016, -0.6579], [0.6128, -2.3283, 0.3780], [-0.6149, -2.6727, 0.9686], [-1.8031, -2.0738, 0.5348], [-1.7798, -1.1267, -0.4797], [-1.9038, 0.7550, -2.6489], [0.4484, 0.2202, -3.3134], [1.1949, 3.4924, -1.3768], [1.9033, 2.1331, -2.3212], [0.4953, 3.0353, -2.9839], [1.5654, -1.1082, -1.1496], [1.5398, -2.7895, 0.7208], [-0.6466, -3.3986, 1.7768], [-2.7618, -2.3350, 0.9853], [-2.6813, -0.6231, -0.8215]],
  "forces_ev_per_angstrom": [[0.56, 0.78, -0.03], [-1.61, -2.53, 0.97], [0.55, 1.51, -0.79], [-0.10, 0.02, -0.15], [-0.14, -1.07, 0.64], [0.28, 0.20, -0.01], [-0.02, 0.54, -0.45], [0.21, 0.17, -0.02], [0.55, -0.24, 0.70], [0.45, -0.05, -0.45], [-0.91, 0.48, 1.03], [0.03, -0.46, -2.18], [0.12, -0.06, -0.19], [0.55, 0.95, 0.02], [-0.22, -0.62, -0.57], [-0.43, -0.17, 0.52], [-0.20, -0.51, 1.44], [0.08, -0.15, -0.30], [-0.42, 0.28, 0.07], [-0.38, -0.13, -0.04], [0.02, 0.32, -0.26], [0.19, -0.25, 0.09], [0.21, 0.10, -0.05], [0.51, 0.16, -0.17], [-0.22, 0.21, 0.17], [-0.02, -0.16, -0.30], [-0.13, 0.42, -0.09], [0.25, 0.08, 0.32], [-0.07, -0.09, 0.14], [-0.30, 0.15, -0.05], [0.07, 0.22, -0.10], [0.36, 0.04, -0.01], [0.18, -0.14, 0.10]],
  "homo_lumo_gap_ha": 0.21553,
  "homo_energy_ev": -3.0457,
  "energy_ha": -1894.599480,
  "charge": -1,
  "fmax_ev_per_a": 3.16
}

{
  "formula": "C10H12FNO2",
  "method": "ωB97M-V/def2-TZVPD",
  "elements": ["C", "C", "C", "F", "N", "C", "O", "C", "C", "C", "C", "C", "C", "H", "H", "H", "H", "H", "H", "H", "H", "H", "H", "O", "H", "H"],
  "coordinates": [[2.3843, 0.0872, -1.0134], [1.8511, 0.5817, -2.3808], [0.5473, 1.2194, -1.9047], [0.6451, 2.5600, -1.7846], [-0.5632, 0.8091, -1.5312], [-1.0901, -0.5176, -1.6309], [-1.2962, -0.9065, -2.8026], [-1.6891, -1.0730, -0.4466], [-2.0579, -0.2938, 0.7013], [-2.4525, -0.9036, 1.8579], [-2.4048, -2.2859, 1.9215], [-1.9835, -3.0737, 0.8345], [-1.5688, -2.4607, -0.3216], [2.0939, 0.7464, -0.1694], [3.4352, 0.0949, -1.2200], [2.1073, -0.9197, -0.7953], [2.4882, 1.4104, -2.5366], [1.8328, -0.2694, -3.1382], [-1.9238, 0.7247, 0.5656], [-2.7691, -0.4483, 2.8123], [-2.7191, -2.8566, 2.8595], [-1.9119, -4.2017, 0.8595], [-1.0466, -2.9233, -1.2169], [0.0132, 3.0068, 0.8967], [0.3607, 3.5605, 0.1854], [-0.9132, 3.4478, 1.0707]],
  "forces_ev_per_angstrom": [[0.46, 0.19, -0.32], [-1.84, -0.80, 1.81], [-0.82, -0.36, -1.16], [0.87, 0.45, -0.36], [-0.23, -1.56, 0.74], [-0.66, 2.68, -4.61], [0.72, -0.45, 2.72], [0.57, -0.78, 2.85], [0.53, -1.49, -2.03], [-0.27, -0.75, 1.35], [-0.53, -2.42, 0.54], [0.17, -1.38, 0.50], [0.49, 0.63, -1.88], [0.42, -0.34, -0.57], [0.91, -0.14, 0.86], [-0.43, -0.67, 0.23], [0.60, 0.67, -1.37], [-0.29, 1.62, 0.86], [-0.13, 1.95, 0.13], [0.30, 0.45, -0.96], [0.45, 1.10, -1.32], [-0.18, 1.49, 0.42], [-1.09, -0.06, 1.38], [-2.78, 1.58, 0.62], [0.00, -0.21, 0.01], [2.75, -1.39, -0.45]],
  "homo_lumo_gap_ha": 0.35573,
  "homo_energy_ev": -9.4744,
  "e_above_lowest_ev": 0.6873,
  "energy_ha": -693.302320,
  "fmax_ev_per_a": 5.38,
  "smiles": "CC/C(F)=N\\C(=O)c1ccccc1.O"
}

{
  "formula": "C10H12IO2P",
  "method": "ωB97M-V/def2-TZVPD",
  "elements": ["O", "C", "I", "C", "P", "C", "C", "O", "C", "C", "C", "C", "C", "C", "H", "H", "H", "H", "H", "H", "H", "H", "H", "H", "H", "H"],
  "coordinates": [[-4.8124, 0.9554, -1.5284], [-3.8394, 0.5803, -0.9738], [-4.0858, 0.0321, 1.1168], [-2.4641, 0.4909, -1.5349], [-1.2098, -0.8638, -0.9527], [0.0579, -2.2122, -0.4623], [1.2095, -1.8701, 0.4461], [1.9043, -2.7338, 0.9268], [1.5271, -0.4379, 0.7352], [2.7393, 0.0560, 0.2518], [3.1091, 1.3759, 0.4891], [2.2660, 2.2049, 1.2268], [1.0629, 1.7112, 1.7183], [0.6809, 0.3952, 1.4687], [-2.0060, 1.4740, -1.4106], [-2.6263, 0.3424, -2.6043], [-0.2543, -0.2371, -1.7925], [-1.4453, -0.5228, 0.3861], [-2.0403, -1.8564, -1.5066], [-0.4574, -3.0661, -0.0205], [0.5315, -2.5712, -1.3800], [3.4010, -0.5957, -0.2999], [4.0479, 1.7524, 0.1113], [2.5490, 3.2286, 1.4196], [0.4089, 2.3416, 2.3029], [-0.2543, 0.0265, 1.8670]],
  "forces_ev_per_angstrom": [[-0.09, -0.17, -0.11], [-0.08, 0.38, -0.19], [0.02, -0.08, 0.37], [-0.13, -0.11, -0.13], [0.17, -0.33, 0.07], [-0.16, 0.18, -0.06], [-0.05, -0.08, 0.40], [0.10, -0.13, -0.04], [0.18, 0.36, -0.16], [-0.02, 0.33, 0.17], [-0.40, -0.11, 0.17], [-0.01, -0.27, -0.10], [0.02, -0.19, -0.07], [0.39, 0.16, -0.12], [0.08, 0.09, 0.17], [0.12, 0.09, -0.18], [-0.04, 0.07, 0.02], [-0.06, 0.00, -0.06], [-0.04, -0.09, -0.06], [-0.08, -0.10, 0.00], [-0.06, -0.09, -0.17], [0.01, -0.10, -0.03], [0.06, 0.02, -0.03], [0.01, 0.09, 0.03], [0.00, 0.09, 0.04], [0.05, -0.01, 0.09]],
  "homo_lumo_gap_ha": 0.34223,
  "homo_energy_ev": -8.9733,
  "e_above_lowest_ev": 0.0000,
  "energy_ha": -1177.682979,
  "fmax_ev_per_a": 0.45,
  "smiles": "O=C(I)C[PH3]CC(=O)c1ccccc1"
}

{
  "formula": "C10H12N2O",
  "method": "ωB97M-V/def2-TZVPD",
  "elements": ["C", "C", "C", "C", "C", "O", "C", "C", "N", "C", "C", "N", "C", "H", "H", "H", "H", "H", "H", "H", "H", "H", "H", "H", "H"],
  "coordinates": [[1.3365, -3.1230, -1.7745], [-0.0095, -2.5940, -1.9741], [-0.2270, -1.2938, -1.4921], [0.8619, -0.5599, -0.8592], [0.5854, 0.7997, -0.2761], [-0.6566, 1.3372, -0.8053], [-1.5538, 1.5894, 0.4039], [-1.0394, 2.7933, 1.2103], [0.2084, 2.2496, 1.8871], [0.2836, 0.8429, 1.2682], [-1.1546, 0.4813, 1.3079], [2.0766, -1.2058, -0.6132], [2.2606, -2.4128, -1.0931], [1.6624, -4.0857, -2.1606], [-0.7019, -3.2199, -2.5457], [-1.3071, -0.8776, -1.4745], [1.4698, 1.4157, -0.5005], [-2.6254, 1.6066, 0.1115], [-1.8719, 3.1924, 1.7968], [-0.7533, 3.5527, 0.4569], [0.0539, 2.1300, 2.9069], [0.9332, 0.2853, 1.8738], [-1.7778, 0.5176, 2.2390], [-1.2862, -0.5395, 0.9942], [3.2322, -2.8819, -0.8874]],
  "forces_ev_per_angstrom": [[-2.87, -0.30, -1.33], [3.02, -0.07, 0.37], [-0.75, 0.42, 0.64], [-0.23, -3.70, 0.08], [-0.31, 0.99, 0.99], [-0.51, 0.66, 1.30], [0.08, -0.51, -1.45], [0.64, 0.04, -1.46], [-0.50, -0.05, -0.93], [-0.01, 1.40, 1.24], [-1.53, -1.68, 0.74], [-2.30, 3.21, -0.11], [1.02, -0.13, 0.56], [-0.47, 0.03, -0.01], [-0.10, 0.54, 0.49], [2.24, -0.44, -0.33], [-0.47, 0.27, 0.02], [0.91, 0.19, -0.25], [0.50, -0.07, 0.52], [-0.05, -0.11, 0.61], [0.09, -0.01, -1.09], [1.06, -0.97, 0.54], [1.22, 0.35, -0.19], [-0.42, -0.37, -0.87], [-0.27, 0.32, -0.05]],
  "homo_lumo_gap_ha": 0.35715,
  "homo_energy_ev": -9.0164,
  "e_above_lowest_ev": 2.7497,
  "energy_ha": -572.935179,
  "fmax_ev_per_a": 3.95,
  "smiles": "c1ccc([C@H]2O[C@@H]3CN[C@H]2C3)nc1"
}